140
Properties=species:S:1:pos:R:3 method="wB97M-V/def2-TZVPD" gap_ev=9.74 homo_energy_ev=-9.54 de_lowest_kj_mol=101.6
C 1.1773 3.4417 3.3493
C 1.7970 2.0673 3.2672
O 0.9402 1.1125 3.9281
O 1.2544 3.9137 4.6774
H 0.1507 3.3703 2.9876
H 1.6949 4.1338 2.6864
H 2.8078 2.0865 3.6989
H 1.8957 1.7409 2.2301
H 0.8763 1.4026 4.8491
H 0.4521 4.1499 5.1454
C 3.6598 1.2567 -3.8094
C 4.6385 0.0781 -3.6205
O 3.9267 -1.1383 -3.5327
O 3.0684 1.0676 -5.0789
H 4.2657 2.1583 -3.6947
H 2.8581 1.1584 -3.0774
H 5.1553 0.2236 -2.6706
H 5.2488 0.0801 -4.5421
H 4.4041 -1.9016 -3.8738
H 2.4963 1.7823 -5.3995
C -1.6823 -2.3086 3.6536
C -0.1464 -2.4558 3.6546
O 0.2885 -3.0646 4.8443
O -2.0987 -1.1036 4.3190
H -2.0746 -3.2230 4.1039
H -2.0802 -2.2131 2.6498
H 0.3748 -1.4856 3.5170
H 0.1440 -3.0561 2.7837
H -0.0968 -3.9558 4.8210
H -2.9055 -0.7627 3.8951
C -1.6885 -5.2028 0.1964
C -2.9531 -5.1044 -0.6345
O -3.5746 -6.3636 -0.5776
O -1.1009 -3.8968 0.1472
H -1.0161 -6.0224 -0.1114
H -1.9445 -5.2940 1.2638
H -2.8210 -4.7943 -1.6778
H -3.5954 -4.4260 -0.0679
H -3.0057 -6.9366 -1.1031
H -0.7806 -3.7435 -0.7471
C -1.1238 -0.7959 -4.3738
C 0.3167 -0.4179 -4.0511
O 0.9981 -1.6434 -3.6553
O -1.1436 -1.7082 -5.4586
H -1.6510 0.0747 -4.7543
H -1.6140 -1.1973 -3.4849
H 0.3383 0.3202 -3.2544
H 0.8104 0.0477 -4.8913
H 1.9359 -1.3404 -3.6937
H -0.4591 -2.3671 -5.3185
C 2.1891 -5.3236 -0.1683
C 2.3427 -4.0911 0.7076
O 3.6735 -3.8271 0.9953
O 2.9832 -6.4285 0.3092
H 2.6228 -4.9874 -1.1456
H 1.1835 -5.7121 -0.3055
H 1.7634 -4.2384 1.6300
H 2.0234 -3.1474 0.2478
H 4.1725 -4.5957 1.3173
H 3.7322 -6.5988 -0.2660
C 0.5257 4.1341 -3.5334
C 0.3824 3.9880 -5.0182
O 1.6152 3.5271 -5.6374
O 0.5940 2.8357 -2.9816
H -0.3046 4.7457 -3.1422
H 1.3833 4.6899 -3.1662
H 0.1966 4.9257 -5.5588
H -0.4894 3.3442 -5.2232
H 1.5499 3.7451 -6.5734
H -0.2842 2.4618 -2.8073
C -3.9598 1.3177 2.9281
C -5.1046 2.3063 2.8291
O -5.8164 2.1775 1.6147
O -4.3685 -0.0491 3.0923
H -3.2990 1.6129 3.7513
H -3.3692 1.3621 1.9982
H -4.7288 3.3281 2.9886
H -5.7583 2.1733 3.6906
H -6.6457 2.6604 1.7213
H -4.8873 -0.2794 2.3088
C -3.2686 -1.2336 -0.2984
C -4.7567 -1.0947 -0.6325
O -5.4943 -0.3798 0.2962
O -2.7676 0.1056 -0.3955
H -2.8084 -1.8523 -1.0639
H -3.0323 -1.5560 0.7104
H -5.2331 -2.0782 -0.6658
H -4.8443 -0.6483 -1.6367
H -5.2320 0.5674 0.2825
H -2.0222 0.2470 0.2194
C 3.9954 -0.4417 0.0975
C 5.3312 -1.0673 0.4178
O 6.3728 -0.2195 -0.0836
O 3.9045 0.8323 0.6976
H 3.1719 -1.0816 0.4411
H 3.8060 -0.4170 -0.9754
H 5.4353 -2.0298 -0.0926
H 5.4275 -1.2907 1.4830
H 6.1741 0.6706 0.2371
H 3.0757 1.2576 0.4013
C -2.4671 4.5704 0.1545
C -1.0457 4.0702 0.0187
O -0.1682 5.1921 -0.0733
O -2.6547 5.1661 1.4234
H -3.1795 3.7511 0.1089
H -2.6942 5.2697 -0.6458
H -1.0190 3.4696 -0.9050
H -0.7207 3.4695 0.8517
H 0.6666 4.9942 0.3337
H -1.9413 5.7940 1.5669
C -4.3334 2.5972 -3.2514
C -2.9173 3.0064 -3.1413
O -2.1053 1.9038 -2.7651
O -4.8584 2.2549 -1.9608
H -4.3931 1.7841 -3.9869
H -4.9455 3.3799 -3.6814
H -2.7185 3.8066 -2.4347
H -2.5714 3.3251 -4.1300
H -2.5690 1.4615 -1.9966
H -5.8265 2.2410 -1.9140
C 3.6369 -1.4968 4.1601
C 3.4428 -1.6249 5.6509
O 4.6678 -1.8724 6.3307
O 4.1795 -2.6644 3.5762
H 4.2829 -0.6498 3.9325
H 2.7000 -1.1583 3.7292
H 2.7752 -2.4471 5.9078
H 2.9711 -0.6957 5.9678
H 5.3653 -1.4061 5.8654
H 3.9436 -2.7301 2.6381
C 0.4343 -0.3260 0.8709
C 0.6960 0.3368 -0.4411
O 1.3523 1.5976 -0.2924
O -0.6890 0.3712 1.4361
H 1.2581 -0.2755 1.5895
H 0.2134 -1.3796 0.6828
H -0.2519 0.4792 -0.9864
H 1.2521 -0.3580 -1.1149
H 1.3031 2.2097 -1.0423
H -0.6427 0.4920 2.4116